(1)
Molecular formula: C5H20N10O5Ti
Method: DFT, ωB97M-V with the def2-TZVPD basis set

Values from the calculation:
Calculated total energy, a.u.: -1975.71951
Highest occupied orbital energy (spin up / spin down), eV: -6.20 / -12.15

```
! wB97M-V def2-TZVPD RIJCOSX def2/J DEFGRID3
* xyz 1 4
Ti 0.206 0.445 -0.219
C 2.705 2.483 0.984
O 2.021 1.465 0.744
N 3.384 2.696 2.131
N 2.628 3.498 0.119
H 3.332 1.893 2.738
H 3.226 3.616 2.511
H 2.057 3.311 -0.691
H 3.202 4.315 0.236
C -0.758 -1.466 2.197
O -1.226 -0.835 1.235
N -0.149 -2.650 2.034
N -1.269 -1.256 3.453
H 0.004 -2.862 1.060
H 0.221 -3.173 2.805
H -0.777 -1.726 4.195
H -1.703 -0.374 3.663
C -1.516 -1.162 -2.937
O -1.119 -0.477 -2.012
N -0.914 -1.253 -4.174
N -2.772 -1.694 -2.998
H -0.324 -0.508 -4.497
H -1.294 -1.989 -4.736
H -3.388 -1.491 -2.228
H -3.169 -2.231 -3.744
C -2.423 2.648 0.861
O -1.190 2.599 0.677
N -3.164 1.562 1.038
N -3.061 3.822 0.741
H -2.528 0.769 1.034
H -4.140 1.511 1.252
H -4.042 3.855 0.530
H -2.463 4.619 0.618
C 2.237 -2.166 -0.878
O 1.392 -1.418 -0.366
N 2.521 -2.102 -2.192
N 2.798 -3.186 -0.191
H 3.233 -2.757 -2.459
H 2.042 -1.386 -2.712
H 2.743 -3.122 0.810
H 3.436 -3.822 -0.634
*
```

These are the Mulliken partial charges, in e, on atoms 1 to 2: Ti 0.48; C 0.60

(2)
Molecular formula: C4H6N2O
Method: DFT, ωB97M-V with the def2-TZVPD basis set

Values from the calculation:
Calculated total energy, a.u.: -340.67241
Highest occupied orbital energy, eV: -7.88

```
! wB97M-V def2-TZVPD RIJCOSX def2/J DEFGRID3
* xyz 0 1
N -0.482 -0.773 -1.772
C 0.095 0.205 -1.074
C -0.657 0.643 0.078
O -1.853 1.249 -0.137
C -0.172 0.524 1.348
C 1.107 -0.091 1.402
N 1.569 -0.618 0.312
H -0.104 -1.050 -2.666
H -1.076 -1.471 -1.330
H -1.976 1.381 -1.087
H -0.686 0.935 2.205
H 1.679 -0.056 2.335
H 2.555 -0.878 0.385
*
```

These are the Mulliken partial charges, in e, on atoms 1 to 2: N -0.26; C -0.52

(3)
Molecular formula: C2H8N5
Method: DFT, ωB97M-V with the def2-TZVPD basis set

Values from the calculation:
Calculated total energy, a.u.: -354.49114
Highest occupied orbital energy, eV: -12.11
SMILES: N/C=[NH+]/N=C(N)N

```
! wB97M-V def2-TZVPD RIJCOSX def2/J DEFGRID3
* xyz 1 1
N 3.086 -0.165 0.117
C 1.959 0.528 -0.208
N 0.762 0.072 0.145
N -0.330 0.842 0.003
C -1.596 0.045 -0.019
N -2.558 0.976 0.168
N -1.753 -1.286 -0.011
H 3.979 0.071 -0.270
H 3.069 -1.176 0.049
H 2.137 1.584 -0.451
H 0.535 -0.753 0.632
H -2.234 1.924 0.164
H -3.437 0.754 -0.289
H -0.981 -1.832 0.284
H -2.637 -1.585 -0.316
*
```

These are the Mulliken partial charges, in e, on atoms 1 to 2: N -0.40; C 0.09

(4)
Molecular formula: C7H11NO
Method: DFT, ωB97M-V with the def2-TZVPD basis set

Values from the calculation:
Calculated total energy, a.u.: -403.29175
Highest occupied orbital energy, eV: -9.08
SMILES: C[C@@H]1C(=O)N[C@@H]2C[C@]12C

```
! wB97M-V def2-TZVPD RIJCOSX def2/J DEFGRID3
* xyz 0 1
C -1.277 1.811 0.323
C -0.556 0.636 -0.452
C -1.589 -0.550 -0.380
O -2.766 -0.555 -0.047
N -0.855 -1.761 -0.558
C 0.540 -1.510 -0.196
C 0.682 -0.939 1.222
C 0.715 -0.042 -0.023
C 1.982 0.604 -0.562
H -0.850 2.782 0.167
H -2.313 1.792 -0.131
H -1.367 1.702 1.402
H -0.528 0.801 -1.569
H -1.326 -2.687 -0.210
H 1.303 -2.123 -0.590
H -0.189 -0.943 1.906
H 1.537 -1.248 1.781
H 2.841 0.159 -0.048
H 2.069 0.390 -1.656
H 1.947 1.680 -0.379
*
```

These are the Mulliken partial charges, in e, on atoms 1 to 2: C -1.24; C 0.29

(5)
Molecular formula: C16H38O26S5
Method: DFT, ωB97M-V with the def2-TZVPD basis set

Values from the calculation:
Calculated total energy, a.u.: -4579.20452
Highest occupied orbital energy, eV: -9.87
SMILES: O=S1(=O)OCCO1.O=S1(=O)OCCO1.O=S1(=O)OCCO1.O=S1(=O)OCCO1.O=S1(=O)OCCO1.OCCO.OCCO.OCCO

```
! wB97M-V def2-TZVPD RIJCOSX def2/J DEFGRID3
* xyz 0 1
O 11.096 -14.969 -23.922
S 10.359 -15.723 -24.919
O 10.998 -16.284 -26.082
O 9.458 -16.942 -24.247
C 8.286 -17.095 -24.880
C 7.836 -15.755 -25.512
O 8.946 -14.895 -25.391
H 8.556 -17.824 -25.644
H 7.768 -17.527 -24.024
H 6.982 -15.271 -25.038
H 7.516 -16.015 -26.521
O 15.312 -24.496 -22.541
S 14.193 -23.680 -22.024
O 13.086 -24.322 -21.270
O 14.805 -22.427 -21.198
C 15.319 -21.358 -21.987
C 14.717 -21.444 -23.326
O 13.717 -22.418 -23.017
H 15.041 -20.353 -21.668
H 16.393 -21.424 -22.161
H 15.358 -21.899 -24.081
H 14.452 -20.461 -23.715
O 7.365 -18.705 -20.104
S 7.712 -19.813 -19.271
O 6.877 -20.234 -18.180
O 7.961 -21.187 -20.204
C 8.860 -22.088 -19.571
C 9.887 -21.146 -18.824
O 9.373 -19.844 -18.900
H 8.238 -22.723 -18.942
H 9.383 -22.753 -20.258
H 10.790 -20.906 -19.385
H 10.136 -21.382 -17.789
O 6.470 -27.412 -19.783
S 5.629 -26.992 -20.821
O 5.704 -27.669 -22.112
O 4.046 -26.959 -20.372
C 3.361 -25.999 -21.175
C 4.382 -24.985 -21.644
O 5.450 -25.355 -20.918
H 2.781 -26.584 -21.890
H 2.549 -25.598 -20.568
H 4.012 -24.034 -21.260
H 4.565 -25.001 -22.718
O 14.860 -23.571 -12.777
S 13.504 -23.966 -13.199
O 12.570 -23.011 -13.838
O 13.619 -25.349 -14.125
C 12.594 -26.243 -13.906
C 11.813 -25.820 -12.659
O 12.781 -24.914 -12.072
H 11.948 -26.251 -14.783
H 12.977 -27.250 -13.739
H 11.544 -26.622 -11.971
H 10.886 -25.262 -12.789
O 3.788 -26.785 -14.671
C 3.677 -25.699 -15.486
C 5.127 -25.273 -15.865
O 5.129 -24.354 -16.918
H 2.945 -27.205 -14.482
H 3.180 -25.977 -16.416
H 2.998 -24.922 -15.132
H 5.579 -26.222 -16.154
H 5.563 -24.686 -15.057
H 5.219 -24.813 -17.757
O 5.461 -21.243 -13.574
C 6.622 -20.522 -13.403
C 7.799 -21.465 -12.928
O 7.456 -22.348 -11.856
H 5.231 -21.295 -14.505
H 6.825 -20.054 -14.366
H 6.302 -19.765 -12.686
H 8.660 -21.062 -12.396
H 8.270 -21.949 -13.784
H 6.587 -22.724 -12.014
O -0.134 -16.866 -19.207
C 1.112 -17.275 -19.872
C 1.759 -18.613 -19.434
O 0.753 -19.626 -19.266
H -0.496 -17.718 -18.952
H 0.979 -17.131 -20.944
H 1.858 -16.507 -19.666
H 2.250 -18.454 -18.474
H 2.590 -18.920 -20.069
H 0.702 -20.162 -20.061
*
```

These are the Mulliken partial charges, in e, on atoms 1 to 2: O -0.50; S 1.08

Short version: ΔE to the lowest compared entry with this formula, charge and spin = 0.000 3.333 1.784 1.149 0.262 eV, in the order given.